ORCA calculation (the ωB97M-V functional and the def2-TZVPD basis) on C26H26AsN5OPdS as an isolated structure in a non-equilibrium geometry.

```
61
C26H26AsN5OPdS, DFT the ωB97M-V functional and the def2-TZVPD basis
Pd -1.39209 -0.73060 0.03555
As 1.13396 -0.13910 0.48579
S -1.71350 0.30112 2.13590
O -1.34762 1.36885 -0.95385
N -1.34719 3.54569 -1.51126
N -2.31132 -2.26626 -0.97612
N -3.23870 2.24228 -1.89046
N -2.93572 -4.57930 -1.13004
N -2.44324 -6.91947 -1.53088
C -2.67325 -5.79822 -1.38578
C -0.14659 -4.14627 1.27171
C -4.01197 1.04193 -1.68359
C 5.08501 -1.65634 0.16513
C -0.22794 0.24532 3.04177
C 5.22369 0.70605 -0.24895
C -2.52583 -3.42576 -1.06149
C 5.83681 -0.53137 -0.13129
C -0.05057 3.71276 -0.90725
C 0.81336 0.31986 5.21618
C 3.84843 0.81353 -0.10119
C 2.05757 0.15060 4.62435
C -1.96789 2.34451 -1.44162
C -1.91271 4.69484 -2.18577
C 0.51044 -4.02044 -1.04471
C 0.79432 -2.67565 -0.89824
C 1.03087 0.06244 2.43800
C -0.32242 0.38808 4.43299
C 0.62156 -2.04301 0.34933
C 0.03189 -4.75603 0.03676
C 0.13277 -2.79989 1.43292
C -3.91014 3.32132 -2.58934
C 2.16196 0.04493 3.23880
C -2.88717 4.22749 -3.25437
C 3.09740 -0.31993 0.19736
C 3.71127 -1.56153 0.31408
H 3.12572 -2.44686 0.53375
H -3.37973 5.07458 -3.72878
H 6.90020 -0.62583 -0.29284
H -1.09149 5.26090 -2.63116
H -4.32552 0.61972 -2.64299
H -2.34478 3.67822 -4.02563
H -4.90924 1.28301 -1.10660
H 0.04719 -2.34830 2.41686
H -3.42932 0.28536 -1.13160
H -0.13969 4.29963 0.00945
H 2.94983 0.11669 5.23488
H 3.13869 -0.04406 2.77621
H 5.81069 1.58379 -0.47228
H -0.50827 -4.71749 2.11241
H 0.64597 -4.49996 -2.00377
H -1.29426 0.54111 4.87457
H 1.18309 -2.10337 -1.73882
H -2.41128 5.34922 -1.45963
H -4.57779 2.87757 -3.33149
H 0.37671 2.73612 -0.66658
H -4.52396 3.89884 -1.88642
H -0.21902 -5.79988 -0.08679
H 0.61126 4.24690 -1.58784
H 0.72514 0.41701 6.28594
H 5.55998 -2.62001 0.27683
H 3.35445 1.77466 -0.21812
```

Expectation value of S²: 6.073
ΔE to the lowest compared entry with this formula, charge and spin, kJ/mol: 105.61
Highest occupied orbital energy (spin up / spin down), eV: -13.517 / -13.021
Spin multiplicity: 5
Strongest force on any atom, eV/A: 3.60
Kohn-Sham gap (spin up / spin down), eV: 8.5 / 2.5
Charge: +2